{
  "formula": "C34H33BrCoN8S",
  "method": "wB97M-V/def2-TZVPD",
  "max_force_ev_per_a": 0.4,
  "e_homo_ha": [-0.3681, -0.3794],
  "molar_mass_g_mol": 724.6,
  "s_squared": 6.02,
  "de_lowest_kj_mol": 0.0,
  "multiplicity": 5,
  "energy_ha": -6108.282480,
  "total_charge": 1,
  "elements": ["Br", "Co", "S", "N", "N", "N", "N", "N", "N", "N", "N", "C", "C", "C", "C", "C", "C", "C", "C", "C", "C", "C", "C", "C", "C", "C", "C", "C", "C", "C", "C", "C", "C", "C", "C", "C", "C", "C", "C", "C", "C", "C", "C", "C", "C", "H", "H", "H", "H", "H", "H", "H", "H", "H", "H", "H", "H", "H", "H", "H", "H", "H", "H", "H", "H", "H", "H", "H", "H", "H", "H", "H", "H", "H", "H", "H", "H", "H"],
  "xyz": [[-3.02, 1.62, -2.18], [-0.04, -0.11, 0.01], [0.28, 1.47, -4.24], [0.74, 0.37, 4.28], [2.17, 0.03, 0.12], [4.85, 0.64, 0.57], [-2.54, 0.20, 0.17], [0.34, -0.04, 2.19], [0.12, -0.04, -2.16], [-0.31, -2.33, 0.19], [1.93, 0.49, 3.69], [-4.85, 0.67, -0.28], [0.21, -2.29, -3.21], [0.21, 1.22, -2.53], [-2.94, -0.44, 1.27], [-5.23, 0.01, 0.87], [-0.90, -5.12, -5.09], [-0.21, 0.06, 3.38], [2.64, 0.28, 1.35], [0.34, -4.55, -4.39], [4.38, 0.40, -0.65], [1.66, 0.24, 2.43], [1.61, -4.99, -5.14], [0.47, -3.25, 0.82], [-0.25, -4.47, 1.04], [0.25, -0.96, -5.68], [-3.49, 0.74, -0.57], [-4.25, -0.57, 1.67], [-2.56, -2.42, -0.91], [-1.48, -2.96, -0.05], [0.06, 1.92, -0.21], [0.16, -0.90, -3.25], [0.26, -3.03, -4.38], [0.13, 4.29, 0.35], [0.41, -5.13, -2.97], [0.03, 2.95, 0.72], [1.90, -3.07, 1.16], [-1.49, -4.29, 0.50], [0.22, -0.24, -4.49], [0.27, 4.64, -0.99], [3.98, 0.58, 1.57], [0.31, 3.64, -1.95], [3.05, 0.10, -0.88], [0.26, -2.34, -5.61], [0.21, 2.30, -1.56], [-1.25, -0.07, 3.64], [2.35, -4.05, 1.35], [-0.08, 2.73, 1.78], [0.23, -2.77, -2.24], [0.09, 5.06, 1.10], [-2.31, -4.98, 0.45], [-2.29, -1.46, -1.36], [-2.76, -3.13, -1.72], [0.49, -6.22, -3.03], [1.27, -4.76, -2.42], [5.09, 0.45, -1.47], [2.50, -4.59, -4.65], [2.68, -0.10, -1.87], [-5.56, 1.14, -0.93], [2.04, -2.47, 2.06], [0.65, 0.51, 5.27], [-0.49, -4.90, -2.40], [0.28, -0.45, -6.63], [-0.94, -4.80, -6.13], [1.68, -6.08, -5.14], [-0.88, -6.21, -5.06], [0.14, -5.36, 1.52], [2.43, -2.58, 0.35], [0.42, 3.90, -3.00], [0.35, 5.67, -1.28], [4.33, 0.77, 2.57], [-3.50, -2.31, -0.35], [-2.15, -0.92, 1.83], [-4.51, -1.10, 2.57], [-1.81, -4.77, -4.60], [0.29, -2.90, -6.53], [1.60, -4.66, -6.17], [-6.28, -0.08, 1.13]],
  "mulliken_spin": [0.00, 2.75, 0.00, 0.00, 0.04, 0.00, 0.01, 0.07, 0.03, 0.04, 0.00, 0.00, -0.02, 0.02, 0.02, 0.00, 0.00, 0.00, -0.01, 0.00, 0.00, 0.00, 0.00, 0.33, 0.07, 0.00, 0.01, 0.00, 0.05, 0.31, 0.09, 0.02, 0.01, 0.00, 0.00, -0.08, 0.04, 0.10, 0.00, 0.00, 0.00, 0.01, 0.00, 0.00, -0.02, 0.00, 0.01, 0.00, 0.02, 0.00, 0.00, -0.01, 0.02, 0.00, 0.00, 0.00, 0.00, 0.00, 0.00, 0.03, 0.00, 0.00, 0.00, 0.00, 0.00, 0.00, 0.00, 0.00, 0.00, 0.00, 0.00, 0.03, 0.00, 0.00, 0.00, 0.00, 0.00, 0.00]
}

=====

{
  "formula": "C34H33F3N6O2",
  "method": "wB97M-V/def2-TZVPD",
  "max_force_ev_per_a": 2.5,
  "smiles": "NC1=CC(=O)C(CCC(F)(F)F)=CC1=O.c1ccncc1.c1ccncc1.c1ccncc1.c1ccncc1.c1ccncc1",
  "e_homo_ha": -0.3477,
  "molar_mass_g_mol": 614.7,
  "de_lowest_kj_mol": 37.9,
  "energy_ha": -2093.955895,
  "elements": ["F", "F", "F", "O", "O", "N", "N", "N", "N", "N", "N", "C", "C", "C", "C", "C", "C", "C", "C", "C", "C", "C", "C", "C", "C", "C", "C", "C", "C", "C", "C", "C", "C", "C", "C", "C", "C", "C", "C", "C", "C", "C", "C", "C", "C", "H", "H", "H", "H", "H", "H", "H", "H", "H", "H", "H", "H", "H", "H", "H", "H", "H", "H", "H", "H", "H", "H", "H", "H", "H", "H", "H", "H", "H", "H", "H", "H", "H"],
  "xyz": [[6.56, 1.32, 5.98], [5.53, 3.03, 5.19], [4.64, 1.08, 5.02], [2.28, -1.51, 7.18], [-0.62, 1.88, 6.16], [-2.36, 2.63, -4.85], [-4.88, -4.22, -1.89], [0.14, 0.56, 3.53], [-1.06, 0.06, 0.07], [7.75, -1.06, 1.02], [-3.82, -1.61, -7.82], [-2.35, 2.02, 0.58], [-4.39, -3.94, -7.88], [0.73, 0.44, 4.83], [7.18, -0.47, 3.68], [-5.50, -2.50, -6.35], [0.45, 1.46, 5.93], [-3.38, 3.72, -7.21], [-3.12, 2.36, -7.12], [-4.73, -1.46, -6.85], [-1.18, 0.37, -1.23], [-5.32, -3.76, -6.88], [-2.61, 3.94, -4.96], [-4.47, -3.11, -2.51], [6.65, 0.30, 2.66], [-1.87, 1.48, -1.70], [4.66, 2.17, 7.16], [-1.64, 0.88, 0.94], [-3.47, -2.29, -2.03], [-2.62, 1.87, -5.92], [-3.26, -3.77, -0.17], [6.96, -0.04, 1.35], [-4.27, -4.53, -0.74], [-3.12, 4.53, -6.11], [-2.86, -2.62, -0.83], [1.69, 1.85, 6.72], [5.35, 1.86, 5.85], [8.25, -1.79, 2.01], [-3.67, -2.84, -8.31], [2.13, -0.55, 6.50], [2.50, 0.86, 6.99], [3.83, 1.00, 7.74], [-2.47, 2.32, -0.77], [1.55, -0.56, 5.10], [8.00, -1.54, 3.36], [-6.22, -2.31, -5.56], [-3.31, 1.70, -7.95], [-2.41, 0.82, -5.80], [1.90, 2.87, 7.02], [0.80, 0.08, 2.91], [3.60, 1.24, 8.79], [-1.93, 1.68, -2.76], [5.46, 2.40, 7.88], [-1.52, 0.61, 1.98], [6.96, -0.25, 4.71], [6.00, 1.14, 2.87], [-2.92, -2.93, -9.09], [0.28, 1.54, 3.28], [-0.70, -0.32, -1.92], [6.57, 0.53, 0.52], [1.84, -1.33, 4.39], [4.36, 0.04, 7.73], [-4.22, -4.91, -8.32], [4.06, 3.08, 7.10], [-3.18, -1.40, -2.58], [8.89, -2.61, 1.71], [-2.81, 2.65, 1.33], [-4.62, -5.44, -0.26], [-2.39, 4.53, -4.08], [-3.77, 4.15, -8.12], [-2.81, -4.06, 0.77], [-4.98, -2.89, -3.44], [8.43, -2.17, 4.12], [-2.07, -2.00, -0.43], [-4.84, -0.45, -6.47], [-3.31, 5.59, -6.14], [-3.01, 3.19, -1.10], [-5.91, -4.60, -6.51]],
  "mulliken_charge": [-0.28, -0.32, -0.21, -0.53, -0.52, -0.31, -0.55, -0.46, -0.56, -0.57, -0.39, -0.57, -0.38, 0.57, 0.06, -0.66, -0.01, -0.17, -0.66, 0.00, -0.49, -0.25, -0.25, -0.21, -0.15, 0.06, -0.82, -0.43, -0.21, -0.21, -0.61, -0.40, -0.21, -0.56, -0.08, -0.20, 0.93, -0.15, -0.28, 0.08, 0.38, -0.91, -0.27, -0.63, -0.65, 0.49, 0.44, 0.50, 0.39, 0.25, 0.44, 0.49, 0.40, 0.64, 0.43, 0.31, 0.35, 0.32, 0.48, 0.34, 0.42, 0.33, 0.36, 0.39, 0.41, 0.36, 0.40, 0.36, 0.36, 0.38, 0.38, 0.30, 0.36, 0.43, 0.39, 0.36, 0.39, 0.38]
}